Record 1
Here is one molecule with the formula C6H9N3O in a non-equilibrium geometry from OMol25. Energies are from ωB97M-V/def2-TZVPD.

energy = -473.40308 a.u.
relative energy (zero: lowest compared OMol25 entry of this formula, charge and spin) = 3.990 eV
HOMO-LUMO gap = 7.85 eV
structure (SMILES) = CC(=O)Nc1nccn1C
HOMO level = -7.6 eV
E_LUMO = 0.233 eV

```
19
Properties=species:S:1:pos:R:3:lowdin_charge:R:1
C 0.37 -0.23 0.02 -0.3891
C 1.91 -1.32 1.08 -0.1513
H 0.25 -1.69 3.04 0.1063
O -0.48 1.92 -1.62 0.1467
N 0.65 -1.01 1.11 -0.0951
N -0.88 0.14 -0.25 0.1247
H -2.89 1.74 -1.98 -0.0565
C 2.45 -0.67 -0.01 -0.1752
H -3.17 2.07 -0.26 0.1543
H 2.33 -2.00 1.85 0.1222
C -2.78 1.44 -1.18 0.0497
N 1.47 -0.09 -0.72 0.1161
C -1.25 1.24 -1.08 -0.5007
H -1.81 -0.33 0.40 0.2408
C -0.35 -1.42 2.14 0.0213
H -3.23 0.59 -0.89 0.0231
H -1.04 -2.00 1.86 -0.0043
H 3.57 -0.88 -0.36 0.1363
H -0.96 -0.44 2.41 0.1304
```

Record 2
Here is one molecule with the formula C2H8O2Si2 in a non-equilibrium geometry from OMol25. Energies are from ωB97M-V/def2-TZVPD.

energy = -810.21530 a.u.
⟨S²⟩ = 2.0057
2S+1 = 3
HOMO-LUMO gap (spin up / spin down) = 4.37 / 5.98 eV
HOMO level (spin up / spin down) = -3.7 / -10.2 eV
E_LUMO (spin up / spin down) = 0.720 / -4.259 eV

```
14
Properties=species:S:1:pos:R:3:lowdin_spin:R:1
H -3.49 -0.22 -0.19 0.0060
H 1.18 -1.70 0.98 0.0854
C 1.74 1.75 1.06 0.0674
H -2.96 -2.34 0.56 0.0072
O 2.30 1.50 -0.22 0.6131
H 1.29 -1.15 -1.67 0.0948
Si 0.75 -0.83 -0.16 0.4663
H -2.56 -1.59 -1.96 0.0090
Si -2.51 -1.36 -0.50 0.0412
O -0.89 -0.87 -0.32 0.0897
H 2.37 1.29 1.81 0.0202
H 0.25 1.70 -0.62 0.0946
H 1.55 2.79 1.25 0.0106
C 0.99 1.05 -0.02 0.3944
```

Record 3
Here is an isolated ion of composition C6H15N and charge -1 in a non-equilibrium geometry from OMol25. Energies are from ωB97M-V/def2-TZVPD.

energy = -292.27039 a.u.
relative energy (zero: lowest compared OMol25 entry of this formula, charge and spin) = 0.760 eV
⟨S²⟩ = 0.7503
2S+1 = 2
HOMO-LUMO gap (spin up / spin down) = 2.44 / 9.60 eV
net charge = -1
HOMO level (spin up / spin down) = 1.6 / -5.6 eV
E_LUMO (spin up / spin down) = 3.988 / 3.992 eV

```
22
Properties=species:S:1:pos:R:3:lowdin_spin:R:1
H -1.45 -0.63 -0.06 0.0167
H -2.77 1.57 -0.53 0.0045
H 0.64 1.41 1.05 0.0138
N 1.36 -2.68 1.37 0.0414
H -0.41 -0.76 1.46 0.0022
C -1.99 1.81 -1.27 0.0738
H -2.30 2.79 -1.62 0.0130
C -0.54 1.86 -0.72 0.0745
H 1.20 -0.26 -0.98 0.0550
C -0.52 -0.38 0.43 0.0298
H 0.63 -3.15 0.83 0.0333
H 0.43 -1.83 -0.91 0.0710
H -1.11 1.58 1.23 0.0031
H 2.81 -1.41 0.31 0.0745
C 0.71 -0.96 -0.30 0.1538
C 1.79 -1.41 0.70 0.1710
H -0.04 1.41 -1.59 0.0366
H -2.00 1.10 -2.09 0.0279
H -0.03 2.83 -0.80 0.0201
C -0.32 1.15 0.60 0.0235
H 2.16 -3.31 1.32 0.0511
H 1.74 -0.74 1.57 0.0093
```

Record 4
Here is C19H13Cl5N3O6SeZn as an isolated structure in a non-equilibrium geometry from OMol25. Energies are from ωB97M-V/def2-TZVPD.

energy = -7829.43596 a.u.
relative energy (zero: lowest compared OMol25 entry of this formula, charge and spin) = 0.933 eV
HOMO-LUMO gap = 7.29 eV
net charge = -1
HOMO level = -5.0 eV
E_LUMO = 2.283 eV

```
48
Properties=species:S:1:pos:R:3:lowdin_charge:R:1
C 0.60 0.23 1.77 -0.5894
C -2.00 -1.84 4.32 -0.5114
H 3.58 -5.42 3.24 0.1259
C 2.33 3.19 -1.10 0.0073
C 1.31 5.10 -3.04 -0.0172
H -2.76 4.97 -2.59 -0.0018
C -1.83 5.33 -2.87 0.0157
H 3.33 5.18 -3.72 0.0829
Se -2.98 3.32 -0.34 0.4879
H 0.48 -3.78 2.88 0.1343
O -0.57 -0.19 1.49 -0.0839
N -0.22 3.01 -0.54 0.1311
C -1.49 -4.86 -1.54 -0.7091
O -2.49 -1.38 5.32 0.0144
C -2.69 -2.66 -0.41 -0.7201
O 1.03 1.36 1.54 0.0186
Cl -3.67 -5.38 -3.06 0.6587
H 1.34 -2.78 3.95 0.1368
C 0.96 3.54 -1.23 -0.1096
C -1.26 3.66 -0.98 -0.8141
C -2.81 -4.42 -1.92 -0.7014
H 0.91 -0.87 3.61 0.1542
C -3.41 -3.31 -1.44 -0.7095
C 1.39 -3.09 2.89 -0.1867
N -0.88 4.56 -1.94 -0.0574
C 3.14 3.86 -2.01 -0.1101
Cl -3.59 -1.36 0.25 0.7086
Cl 0.77 -4.50 -0.19 0.7181
H 2.51 -0.57 2.62 0.1505
C -0.86 -4.06 -0.63 -0.6927
Zn -0.86 -2.00 1.61 0.6358
O 1.16 -2.05 2.00 -0.2159
H -1.57 6.37 -2.73 0.0884
N -1.44 -2.34 3.42 0.0569
O 2.87 -4.88 3.65 0.0690
H 0.99 5.75 -3.78 0.0821
Cl -0.75 -6.22 -2.29 0.6580
H -0.10 2.35 0.20 0.0984
C 0.52 4.55 -2.07 -0.1833
H 2.71 2.43 -0.42 0.1132
C 2.66 -3.90 2.67 -0.4752
Cl -4.91 -2.68 -2.06 0.6460
C 2.68 4.79 -2.97 -0.0841
C 1.42 -0.78 2.57 -0.0831
C -1.51 -3.07 0.05 -0.2354
O 3.37 -3.76 1.73 0.1105
H -1.58 5.03 -3.88 0.0855
H 4.21 3.58 -2.04 0.1028
```

Record 5
Here is one molecule with the formula C24H33N3O2S2 from OMol25. Energies are from ωB97M-V/def2-TZVPD.

energy = -2045.48535 a.u.
relative energy (zero: lowest compared OMol25 entry of this formula, charge and spin) = 0.139 eV
HOMO-LUMO gap = 8.39 eV
structure (SMILES) = CCOC(=O)c1ccc(NC(=S)N(CCCN2CCC[C@@H](C)C2)Cc2cccs2)cc1
HOMO level = -8.1 eV
E_LUMO = 0.274 eV

```
64
Properties=species:S:1:pos:R:3:lowdin_charge:R:1
C -1.56 2.82 0.39 -0.1746
H 0.29 -0.69 -0.47 0.1066
H -1.95 5.53 0.00 0.0788
H -4.33 1.54 -0.76 0.0691
C -3.86 -3.15 0.12 -0.1371
N 0.91 -3.14 0.69 0.0425
H -3.94 4.14 0.79 0.1196
H -3.42 -4.01 0.58 0.0820
H -0.07 1.05 1.24 0.1194
H -1.56 3.41 1.33 0.1351
H -4.55 3.99 -0.86 0.1151
H 1.52 -2.19 -1.75 0.1201
O 6.23 0.24 0.39 -0.0149
H -1.87 -2.18 -2.50 0.1219
H -2.16 -1.18 1.28 0.1024
N -2.01 1.46 0.61 -0.1665
H -0.53 2.79 0.02 0.1249
C -5.43 -1.50 -0.24 -0.4090
C -1.15 -0.80 1.13 -0.1372
C -0.22 -3.43 -0.05 -0.8125
C 8.51 0.17 -0.49 -0.0611
C 2.21 -1.90 -0.97 -0.0229
H -6.30 -0.88 -0.16 0.0632
C 4.05 -1.28 1.02 -0.0053
H -5.33 2.09 0.59 0.1124
C -3.89 3.54 -0.12 -0.1795
H -2.41 2.95 -1.56 0.1438
H -5.69 -2.96 1.32 0.1017
O 5.57 0.50 -1.75 0.1088
C 7.40 1.02 0.13 -0.2165
H -1.39 -0.46 -0.97 0.1131
H 2.80 -2.42 2.32 0.1153
C -2.45 3.53 -0.63 -0.3721
C -1.09 0.70 1.44 -0.1972
H -0.92 4.91 -1.29 0.0750
C 2.94 -2.05 1.32 -0.0057
C 3.31 -1.13 -1.27 0.0055
H 7.70 1.41 1.10 0.1228
H 7.13 1.84 -0.54 0.1214
H 1.10 -3.83 1.40 0.1204
C -1.97 -2.77 -1.58 -0.2064
C 5.40 0.04 -0.65 -0.4527
H 8.74 -0.67 0.15 0.0777
H -0.48 -1.32 1.81 0.1103
H -2.57 5.43 -1.65 0.0759
N -0.84 -2.44 -0.71 -0.1038
C 2.00 -2.36 0.33 -0.2466
C -4.32 2.11 0.17 -0.1904
S -4.25 -1.15 -1.44 1.0389
C -0.73 -1.04 -0.32 -0.1451
C -3.36 1.45 1.14 -0.1977
C -5.09 -2.58 0.51 -0.1792
H 8.19 -0.19 -1.47 0.0753
H -3.66 0.41 1.31 0.1033
S -0.75 -5.00 0.00 0.6804
C 4.24 -0.80 -0.27 -0.1280
H 4.77 -1.04 1.79 0.1184
C -1.94 4.94 -0.91 -0.0735
H -1.29 0.85 2.51 0.1255
H -3.40 1.98 2.12 0.1291
H 9.40 0.78 -0.62 0.0768
H 3.48 -0.77 -2.27 0.1233
C -3.28 -2.49 -0.93 -0.5162
H -1.89 -3.83 -1.83 0.0758
```

Record 6
Here is C25H26FN3O3 as an isolated structure in a non-equilibrium geometry from OMol25. Energies are from ωB97M-V/def2-TZVPD.

energy = -1457.49710 a.u.
HOMO-LUMO gap = 7.44 eV
HOMO level = -7.6 eV
E_LUMO = -0.143 eV

```
58
Properties=species:S:1:pos:R:3:lowdin_charge:R:1
H -8.79 1.66 0.82 0.1540
C 4.08 1.67 1.34 -0.0914
C -5.82 0.38 -0.14 -0.3862
C -5.55 2.71 0.55 0.0291
C 3.56 -1.46 1.46 -0.1304
C 3.28 2.69 1.76 0.0323
H 1.86 -4.43 0.67 0.2077
C -3.70 -2.28 -1.20 -0.0242
C -6.98 2.70 0.59 -0.2152
C -7.09 0.42 0.00 0.0229
C 0.79 -2.55 0.81 -0.4253
H 3.23 3.17 2.65 0.0759
C -7.71 1.72 0.36 -0.1059
H 5.63 -0.25 -0.90 0.1406
H 2.13 -3.12 -1.60 0.1439
C 3.94 1.70 -0.96 -0.3758
H 3.69 -1.48 -1.72 0.1318
H 4.67 1.23 2.25 0.1506
N -0.13 -2.68 -0.16 0.1286
H -4.33 -2.94 -2.07 0.1848
H -1.50 -0.51 1.27 0.1778
H 4.13 1.10 -4.19 0.1601
H -3.93 1.43 -0.10 0.0950
O 4.36 1.24 -2.15 -0.0443
H 2.81 3.52 -1.47 0.0817
H 5.89 -0.23 0.86 0.1101
C 3.17 -1.57 -0.76 -0.1675
H -7.38 3.62 0.93 0.0968
C 3.83 1.78 -3.23 -0.1607
H 3.85 -3.61 1.68 0.0349
H -7.73 -0.36 -0.30 0.1147
C 1.95 -3.25 0.71 -0.3930
C 2.85 3.33 0.49 -0.1521
H 4.47 -1.35 2.21 0.1489
C 2.55 -2.87 -0.53 -0.2193
H 4.12 2.79 -3.35 0.0867
C -2.04 -1.15 0.35 -0.1262
C 3.06 -3.13 1.59 -0.0563
F 2.30 4.49 0.65 0.0913
C 5.15 -0.27 0.11 -0.1317
C -1.54 -2.20 -0.14 -0.1672
H 2.84 1.82 -3.38 0.0477
H 2.75 -0.73 1.79 0.1228
H 2.54 -3.03 2.54 0.1283
C -2.38 -2.67 -1.43 0.0504
O -5.23 -0.59 -0.84 0.0771
H 3.58 -3.76 -0.87 0.2216
H 0.04 -3.65 -0.54 0.1607
C 4.31 1.11 0.13 -0.1499
N 4.21 -1.21 0.27 -0.2121
O 0.59 -1.55 1.64 0.0029
C 3.18 2.72 -0.97 0.0935
C -4.99 1.40 0.02 0.0122
H -4.93 3.74 0.79 0.1501
H 2.34 -0.74 -0.73 0.1701
N -3.32 -0.55 0.42 0.1529
C -4.02 -1.09 -0.56 -0.3746
H -1.97 -3.68 -1.76 0.1187
```